Record 1
Here is C11H12F3IrO5S as an isolated structure at a distorted geometry from OMol25. Energies are from wB97M-V/def2-TZVPD.

Last column: Mulliken spin population.
Cartesian coordinates (Å):
Ir: -1.1457 -1.0334 -0.3417  3.113
O: -3.9073 -1.6153 0.8734  0.096
C: -3.0935 -2.5769 0.8810  -0.035
O: -1.9069 -2.6589 0.4661  0.230
H: -3.5012 -3.5388 1.3431  0.008
C: 2.9688 1.8762 3.8140  -0.001
C: 2.1861 1.6754 2.5499  0.026
C: 0.8590 2.1085 2.4528  -0.031
C: 0.1288 1.8958 1.2807  -0.010
C: 0.7157 1.2450 0.1922  0.070
C: 2.0355 0.7933 0.2923  0.004
C: 2.7653 1.0067 1.4647  -0.016
S: -0.2122 0.9602 -1.3325  0.129
C: 0.5383 2.2959 -2.2989  0.116
O: -1.6276 1.3659 -1.0403  0.182
H: 2.4858 2.6077 4.4701  0.000
H: 3.9717 2.2520 3.5862  0.001
H: 3.0545 0.9293 4.3561  0.002
H: 0.3799 2.6130 3.2892  -0.001
H: -0.9026 2.2382 1.2245  -0.007
H: 2.5053 0.2663 -0.5342  -0.003
H: 3.7890 0.6440 1.5295  0.000
H: 0.4174 3.2495 -1.7788  0.017
H: 0.0335 2.3470 -3.2667  -0.003
H: 1.5984 2.0856 -2.4590  -0.001
F: -1.8410 -2.6613 -4.7468  0.000
C: -1.7966 -3.5506 -3.7151  -0.001
F: -2.7993 -4.4504 -3.9143  0.000
F: -0.6192 -4.2301 -3.8119  -0.001
C: -1.9119 -2.8191 -2.3367  -0.036
O: -2.8935 -3.1392 -1.5907  0.081
O: -1.0083 -1.9586 -2.0739  0.011
H: -1.2661 -0.2231 1.1755  0.060

## Properties
- Lowest unoccupied orbital energy (alpha / beta): 0.2 / -3.2 eV
- Highest occupied orbital energy (alpha / beta): -7.541 / -9.595 eV
- Energy above the lowest of the compared OMol25 structures with the same formula, charge and spin: 0.0 kJ/mol
- Frontier orbital gap (alpha / beta): 0.283 / 0.234 Ha
- Total charge: 0
- Multiplicity: 5

=====

Record 2
Here is a 11-piece molecular cluster, C10H40F2N21O14S2 overall at a distorted geometry from OMol25. Energies are from wB97M-V/def2-TZVPD.

Last column: Mulliken spin population.
Cartesian coordinates (Å):
N: -4.9394 -6.3982 -15.7300  0.000
S: -5.2680 -5.6655 -17.0356  0.000
O: -6.4229 -4.7470 -17.0771  0.000
O: -4.9525 -6.4614 -18.1934  0.001
F: -4.0222 -4.6088 -17.0123  0.000
S: -6.5150 -7.0566 -15.5986  0.001
O: -7.2132 -7.5671 -16.8461  0.000
O: -7.4214 -6.3859 -14.6075  0.000
F: -6.1733 -8.3438 -14.7040  0.000
C: -8.2700 -2.2429 -13.3288  0.000
O: -8.3719 -1.8234 -12.2413  0.000
N: -7.2086 -2.7724 -13.8275  0.000
N: -9.1898 -2.2976 -14.1824  0.000
H: -7.0385 -3.2534 -14.6992  0.000
H: -6.4269 -2.7278 -13.1895  0.000
H: -8.9815 -2.7088 -15.0811  0.000
H: -10.1434 -2.1283 -13.8961  0.000
C: -6.4490 -10.6681 -11.6050  0.000
O: -6.7375 -11.4594 -12.4479  0.000
N: -6.1547 -11.0812 -10.3554  0.000
N: -6.3122 -9.3997 -11.8697  0.000
H: -6.2113 -12.0165 -9.9783  0.000
H: -5.6120 -10.3882 -9.8602  0.000
H: -6.2251 -8.7430 -11.1073  0.000
H: -6.4479 -8.9524 -12.7651  0.000
C: -3.6878 -6.1123 -12.5120  0.000
O: -3.1269 -5.8319 -11.4762  0.000
N: -4.5200 -5.3573 -13.1176  0.000
N: -3.5797 -7.2775 -13.1827  0.000
H: -4.7828 -4.4786 -12.6946  0.000
H: -4.5108 -5.4505 -14.1233  0.000
H: -4.0203 -7.1897 -14.0872  0.000
H: -2.8060 -7.8680 -12.9127  0.000
C: -9.8603 -3.0912 -18.2506  0.000
O: -10.4051 -4.0725 -17.8450  0.000
N: -8.7406 -2.6215 -17.7624  0.000
N: -10.1220 -2.4527 -19.2591  0.000
H: -8.2950 -2.9646 -16.9235  0.000
H: -8.4392 -1.6749 -17.9448  0.000
H: -9.5211 -1.7003 -19.5638  0.000
H: -10.8378 -2.9166 -19.8000  0.000
C: -8.3572 -5.7403 -20.6260  -0.014
O: -8.7917 -6.7981 -20.9899  0.220
N: -8.7289 -4.5004 -21.0564  0.017
N: -7.2611 -5.7026 -19.8429  0.014
H: -9.6050 -4.4188 -21.5523  -0.002
H: -8.4116 -3.6581 -20.5982  -0.001
H: -7.0775 -6.5978 -19.4127  -0.002
H: -7.0420 -4.8541 -19.3407  0.002
C: -5.3697 -8.4240 -21.9892  -0.027
O: -6.3608 -8.6874 -22.6759  0.704
N: -5.0188 -8.9563 -20.8591  0.053
N: -4.5339 -7.4797 -22.4466  0.033
H: -5.3837 -9.8372 -20.5259  -0.004
H: -4.4004 -8.4464 -20.2445  -0.004
H: -3.7065 -7.1620 -21.9623  0.005
H: -4.6890 -7.0515 -23.3481  0.001
C: -1.2552 -6.5993 -21.3148  0.001
O: -0.3323 -7.4067 -21.5542  0.002
N: -1.9785 -6.4805 -20.2594  0.000
N: -1.5089 -5.6768 -22.1069  0.001
H: -2.6857 -5.8064 -20.0035  0.000
H: -1.7880 -7.2868 -19.6817  0.000
H: -2.1584 -4.9356 -21.8858  0.000
H: -1.1512 -5.8664 -23.0322  0.000
C: -3.8829 -11.2409 -16.1143  0.000
O: -3.0319 -12.0587 -16.3357  0.000
N: -4.1207 -10.7128 -14.9247  0.000
N: -4.5516 -10.6653 -17.1230  0.000
H: -3.5626 -11.0222 -14.1419  0.000
H: -4.6599 -9.8588 -14.9165  0.000
H: -4.4719 -10.9424 -18.0910  0.000
H: -5.0596 -9.8339 -16.8570  0.000
C: -1.5652 -7.0703 -16.3135  0.000
O: -0.3865 -7.0884 -16.6025  0.000
N: -2.0417 -6.1922 -15.5012  0.000
N: -2.4078 -7.9571 -16.7301  0.000
H: -1.5171 -5.3383 -15.3763  0.000
H: -3.0258 -6.1890 -15.2738  0.000
H: -2.3028 -8.6084 -17.4949  0.000
H: -3.3287 -7.6154 -16.4951  0.000
C: -10.4827 -7.4911 -12.7240  0.000
O: -11.5193 -7.2220 -12.0563  0.000
N: -9.3115 -6.9712 -12.5825  0.000
N: -10.4536 -8.3404 -13.7384  0.000
H: -9.3844 -6.2683 -11.8609  0.000
H: -8.6193 -7.1446 -13.2973  0.000
H: -9.6800 -8.5332 -14.3586  0.000
H: -11.1944 -9.0236 -13.8052  0.000

## Properties
- Lowest unoccupied orbital energy (alpha / beta): -1.1 / -7.2 eV
- Highest occupied orbital energy (alpha / beta): -9.146 / -9.146 eV
- Energy above the lowest of the compared OMol25 structures with the same formula, charge and spin: 0.0 kJ/mol
- Frontier orbital gap (alpha / beta): 0.296 / 0.073 Ha
- Total charge: 0
- Multiplicity: 2

=====

Record 3
Here is C3H4CuO3 as an isolated structure at a distorted geometry from OMol25. Energies are from wB97M-V/def2-TZVPD.

Last column: Mulliken spin population.
Cartesian coordinates (Å):
O: 0.7384 1.5587 -1.3887  0.000
C: 0.3888 1.8898 -0.1251  -0.007
C: -0.3261 0.8444 0.6817  0.021
O: -0.5738 -0.3059 0.1819  0.022
Cu: 0.5986 -0.4900 -1.7335  0.097
H: -0.2910 2.7810 -0.0435  0.003
H: 1.2515 2.1829 0.5389  0.000
H: -0.3794 0.9488 1.7824  0.001
C: 0.0732 -2.2765 0.1359  0.785
O: -0.8503 -3.1085 -0.1422  0.052
H: -0.6299 -4.0247 0.1120  0.026

## Properties
- Lowest unoccupied orbital energy (alpha / beta): -0.2 / -0.4 eV
- Highest occupied orbital energy (alpha / beta): -7.344 / -8.240 eV
- Energy above the lowest of the compared OMol25 structures with the same formula, charge and spin: 453.8 kJ/mol
- Frontier orbital gap (alpha / beta): 0.263 / 0.288 Ha
- Total charge: 0
- Multiplicity: 2

=====

Record 4
Here is a 2-piece molecular cluster, C5H15N2O overall at a distorted geometry from OMol25. Energies are from wB97M-V/def2-TZVPD.

Last column: natural (NBO) charge in e.
Cartesian coordinates (Å):
C: -1.7940 0.9148 -1.9597  -0.205
C: -0.3656 1.2751 -1.5131  -0.451
C: 0.2330 0.2887 -0.5300  -0.370
C: 1.4626 0.3304 0.0787  0.083
N: 1.9255 -0.9007 0.6886  -0.612
C: 3.3563 -0.9494 1.1812  -0.412
N: -2.6961 0.3619 -0.7254  -0.713
H: -2.2136 1.7797 -2.4317  0.237
H: -1.7898 0.1172 -2.7468  0.225
H: 0.4135 1.3944 -2.2434  0.272
H: -0.6346 2.3261 -0.9547  0.198
H: -0.3598 -0.6091 -0.2893  0.163
H: 2.1133 1.0981 -0.0534  0.200
H: 1.3043 -1.5208 1.1473  0.402
H: 3.8346 0.0718 1.0687  0.203
H: 3.3519 -1.1495 2.2445  0.203
H: 3.8817 -1.7504 0.6068  0.212
H: -3.2363 -0.2708 -1.1736  0.429
H: -3.1034 1.1673 -0.2337  0.454
H: -1.8673 -0.1491 -0.2442  0.475
H: -1.7408 -1.8972 2.8326  0.484
H: -1.0529 -0.5940 2.9350  0.476
O: -1.0222 -1.3346 2.3156  -0.954

## Properties
- Lowest unoccupied orbital energy: -3.2 eV
- Highest occupied orbital energy: -10.942 eV
- Energy above the lowest of the compared OMol25 structures with the same formula, charge and spin: 343.9 kJ/mol
- Frontier orbital gap: 0.284 Ha
- Total charge: +1

=====

Record 5
Here is a single C21H24N2O3S molecule at a distorted geometry from OMol25. Energies are from wB97M-V/def2-TZVPD.

Last column: natural (NBO) charge in e.
Cartesian coordinates (Å):
C: 0.8024 -1.5453 2.4348  -0.623
C: 1.2896 -2.2077 1.1628  -0.496
S: 0.4643 -1.4900 -0.3173  0.179
C: 1.8812 -1.1540 -1.3602  -0.148
C: 2.1161 -1.9774 -2.4504  -0.209
C: 3.2030 -1.7434 -3.2736  -0.207
C: 4.0587 -0.6874 -3.0066  -0.220
C: 3.8177 0.1434 -1.9263  -0.139
C: 2.7189 -0.0718 -1.1043  -0.150
C: 2.4952 0.8056 0.0943  0.680
O: 2.9880 0.5330 1.1751  -0.632
N: 1.7713 1.9238 -0.1212  -0.431
C: 1.0227 2.2185 -1.3179  -0.211
C: -0.4599 1.9220 -1.0822  -0.254
N: -0.9464 2.6738 0.0637  -0.439
C: -2.3808 2.4950 0.2791  -0.228
C: -2.7593 1.0725 0.6170  -0.043
C: -2.7467 0.6388 1.9349  -0.213
C: -2.9435 -0.6968 2.2793  -0.262
C: -3.1437 -1.5827 1.2503  0.220
C: -3.1850 -1.1550 -0.0772  0.306
C: -3.0020 0.1610 -0.4172  -0.285
O: -3.4267 -2.2278 -0.8923  -0.490
C: -3.4650 -3.3542 -0.0447  0.237
O: -3.3442 -2.9374 1.2981  -0.480
C: -0.1645 2.3793 1.2538  -0.239
C: 1.3073 2.7050 1.0039  -0.231
H: 1.1566 -0.5183 2.4768  0.228
H: 1.1969 -2.0794 3.2970  0.212
H: -0.2853 -1.5529 2.4822  0.207
H: 2.3592 -2.0604 1.0300  0.237
H: 1.0569 -3.2733 1.1535  0.208
H: 1.4427 -2.7986 -2.6421  0.227
H: 3.3852 -2.3901 -4.1188  0.217
H: 4.9136 -0.5084 -3.6412  0.217
H: 4.4777 0.9717 -1.7137  0.214
H: 1.3937 1.6248 -2.1541  0.224
H: 1.1544 3.2820 -1.5442  0.199
H: -1.0333 2.2283 -1.9604  0.199
H: -0.5773 0.8359 -0.9439  0.198
H: -2.6702 3.1678 1.0903  0.203
H: -2.8865 2.8150 -0.6353  0.202
H: -2.5803 1.3553 2.7252  0.213
H: -2.9321 -1.0238 3.3058  0.230
H: -3.0438 0.4745 -1.4470  0.225
H: -4.4191 -3.8863 -0.1805  0.160
H: -2.6315 -4.0321 -0.2956  0.156
H: -0.5419 2.9953 2.0731  0.202
H: -0.2423 1.3187 1.5431  0.190
H: 1.9117 2.4470 1.8747  0.244
H: 1.4262 3.7664 0.7695  0.198

## Properties
- Lowest unoccupied orbital energy: 0.7 eV
- Highest occupied orbital energy: -8.045 eV
- SMILES: CCSc1ccccc1C(=O)N1CCN(Cc2ccc3c(c2)OCO3)CC1
- Energy above the lowest of the compared OMol25 structures with the same formula, charge and spin: 142.3 kJ/mol
- Frontier orbital gap: 0.321 Ha
- Total charge: 0

=====

Record 6
Here is a 14-piece molecular cluster, C29H56Br26ClINO4P overall at a distorted geometry from OMol25. Energies are from wB97M-V/def2-TZVPD.

Last column: Löwdin charge in e.
Cartesian coordinates (Å):
N: -0.0368 6.0760 -0.9774  0.094
C: 0.6952 4.9620 -1.5274  -0.742
P: 2.4432 5.0993 -0.8017  0.568
O: 3.2900 3.8571 -1.4043  -0.433
I: 2.0803 4.4923 1.5408  0.490
O: 0.9350 5.0999 -2.9222  -0.055
C: -0.2943 4.7570 -3.4710  -0.565
O: -0.8413 5.3583 -4.3568  0.163
O: -0.7473 3.6956 -2.7990  0.021
C: -0.1304 3.6799 -1.5128  -0.622
Cl: 0.7170 2.1472 -1.3405  0.676
H: -0.1415 6.7570 -1.7220  0.104
H: 0.5270 6.5522 -0.2777  0.002
H: 3.6855 4.1375 -2.2384  0.001
H: -0.9148 3.6497 -0.7853  0.089
Br: 1.4653 6.8434 4.8691  0.594
C: 2.8189 8.0821 4.2242  -0.740
C: 2.1916 9.2668 3.5401  -0.701
Br: 1.5441 8.8217 1.7570  0.583
H: 3.4791 7.5210 3.5710  0.022
H: 3.3668 8.3976 5.1083  0.036
H: 2.9296 10.0479 3.3870  0.005
H: 1.3458 9.6657 4.0894  0.050
Br: 6.1810 2.7221 -5.0450  0.607
C: 4.7650 1.3810 -5.0626  -0.767
C: 3.5317 1.8870 -5.7543  -0.679
Br: 2.5512 3.1386 -4.6324  0.761
H: 4.5833 1.1059 -4.0289  0.040
H: 5.1738 0.5319 -5.5983  -0.044
H: 2.8446 1.0652 -5.9450  0.049
H: 3.7519 2.3999 -6.6840  0.052
Br: 3.4851 1.3363 4.1073  0.618
C: 2.8822 -0.1724 3.0356  -0.680
C: 1.9216 0.2765 1.9703  -0.697
Br: 0.1785 0.6795 2.7220  0.575
H: 2.4418 -0.8882 3.7213  0.054
H: 3.7800 -0.6002 2.5941  0.058
H: 1.7521 -0.5213 1.2491  0.054
H: 2.2538 1.1707 1.4509  0.006
Br: 5.6320 -1.5808 8.0855  0.603
C: 6.7190 -1.1648 6.5266  -0.696
C: 5.9148 -1.2105 5.2568  -0.723
Br: 5.5430 -3.0392 4.6972  0.598
H: 7.5441 -1.8684 6.5240  0.049
H: 7.0975 -0.1598 6.6967  0.058
H: 6.4725 -0.7662 4.4357  0.059
H: 4.9559 -0.7141 5.3491  -0.018
Br: 4.6850 -1.8850 -4.8767  0.722
C: 4.2144 -3.0728 -6.3436  -0.681
C: 4.9366 -2.6835 -7.6028  -0.680
Br: 4.1511 -1.0931 -8.4113  0.629
H: 3.1353 -3.0355 -6.4441  0.052
H: 4.5117 -4.0691 -6.0263  0.058
H: 4.8417 -3.4642 -8.3526  0.019
H: 5.9860 -2.4644 -7.4397  0.056
Br: -1.1349 -2.4238 0.5065  0.576
C: -2.8959 -1.7790 -0.0110  -0.712
C: -2.8056 -0.5551 -0.8788  -0.668
Br: -2.3747 1.0352 0.1566  0.611
H: -3.4502 -1.6066 0.9045  0.035
H: -3.3515 -2.6028 -0.5554  0.038
H: -3.7656 -0.3437 -1.3440  0.060
H: -2.0443 -0.6449 -1.6465  0.052
Br: -4.2849 3.4402 -4.0057  0.619
C: -3.2368 3.7258 -5.6182  -0.709
C: -4.0557 3.5126 -6.8615  -0.696
Br: -4.3632 1.6224 -7.2181  0.591
H: -2.3846 3.0576 -5.5592  0.051
H: -2.8919 4.7526 -5.5595  0.042
H: -3.5240 3.8870 -7.7330  0.057
H: -5.0319 3.9808 -6.8025  0.048
Br: -6.2387 -3.3633 1.1451  0.632
C: -5.9066 -5.1273 1.9067  -0.752
C: -4.5853 -5.2095 2.6169  -0.709
Br: -3.0950 -5.3232 1.3635  0.622
H: -5.9763 -5.8375 1.0896  0.023
H: -6.7225 -5.2913 2.6065  -0.028
H: -4.5401 -6.1207 3.2146  -0.054
H: -4.3874 -4.3543 3.2549  0.043
Br: 5.7751 9.8596 3.9001  0.683
C: 6.7500 10.0344 2.2262  -0.674
C: 5.8463 9.8058 1.0436  -0.686
Br: 5.4321 7.9193 0.8127  0.605
H: 7.5699 9.3261 2.2677  0.051
H: 7.1443 11.0477 2.2205  0.059
H: 6.3392 10.1131 0.1245  0.059
H: 4.8970 10.3234 1.1367  0.046
Br: -7.4579 -4.9258 5.4527  0.628
C: -7.3010 -6.7592 6.0873  -0.667
C: -5.9889 -6.9762 6.7877  -0.670
Br: -4.5335 -7.1318 5.5057  0.665
H: -7.4329 -7.4070 5.2278  0.001
H: -8.1330 -6.8968 6.7740  0.061
H: -5.9904 -7.9154 7.3365  0.062
H: -5.7328 -6.1657 7.4568  0.012
Br: 3.2914 -6.1362 -8.8532  0.617
C: 3.1661 -5.0803 -10.4859  -0.690
C: 2.0620 -4.0604 -10.4072  -0.712
Br: 0.3125 -4.8797 -10.6265  0.621
H: 3.0337 -5.7811 -11.3023  0.050
H: 4.1311 -4.5875 -10.5858  0.052
H: 2.1507 -3.3428 -11.2191  0.061
H: 2.0447 -3.5313 -9.4604  0.028
Br: -7.4515 -8.2291 2.3532  0.675
C: -8.9255 -7.8828 1.1273  -0.660
C: -9.0946 -6.4128 0.8538  -0.680
Br: -9.9397 -5.4792 2.3367  0.620
H: -9.8107 -8.3310 1.5646  0.051
H: -8.6639 -8.4103 0.2131  0.060
H: -9.7566 -6.2598 0.0051  0.062
H: -8.1499 -5.9128 0.6679  0.015
Br: -3.4227 -5.6124 9.6976  0.617
C: -2.2061 -4.3253 8.8972  -0.687
C: -2.9176 -3.1436 8.2940  -0.683
Br: -3.7333 -3.5173 6.5598  0.608
H: -1.6064 -4.8660 8.1732  0.054
H: -1.5753 -3.9971 9.7197  0.057
H: -2.1963 -2.3565 8.0878  0.056
H: -3.7041 -2.7557 8.9318  0.051

## Properties
- Lowest unoccupied orbital energy: 0.2 eV
- Highest occupied orbital energy: -8.812 eV
- Frontier orbital gap: 0.332 Ha
- Total charge: 0

=====

E_tot for every record listed, in sequence, given in eV: -43658.792, -98079.435, -53951.228, -10446.997, -42124.428, -1891681.078.